Entry 1:
ORCA calculation (ωB97M-V/def2-TZVPD) on 5 unconnected molecules or ions with the total composition H10O5 at a distorted geometry.

Geometry as ORCA input:
```
! wB97M-V def2-TZVPD RIJCOSX def2/J DEFGRID3
* xyz 0 1
O -0.88224 -0.64742 0.92292
H -0.38843 0.22869 1.06961
H -0.37346 -1.02689 0.24206
O 0.01287 3.28144 3.77363
H 0.59772 2.74137 3.23937
H 0.22508 4.07870 3.42910
O 1.38464 -0.76458 -2.91367
H 1.05984 -1.08749 -2.04639
H 2.37949 -0.62085 -2.96265
O 1.77572 1.64968 -1.42539
H 1.15160 1.25647 -0.73242
H 2.42183 0.91826 -1.42635
O -3.13997 -3.39259 -0.01500
H -3.31187 -4.07759 -0.76398
H -2.91282 -2.53720 -0.39084
*
```

For the LUMO energy, the calculation gives -0.38 eV. As for the HOMO-LUMO gap: 11.06 eV. As for the largest force on an atom: 4.7 eV Å⁻¹. As for the SMILES: O.O.O.O.O. Its HOMO energy is -11.44 eV.

Entry 2:
ORCA calculation (ωB97M-V/def2-TZVPD) on 2 unconnected molecules or ions with the total composition C3H5NO4 at a distorted geometry.

Geometry as ORCA input:
```
! wB97M-V def2-TZVPD RIJCOSX def2/J DEFGRID3
* xyz 0 1
C 0.94252 -0.98537 -0.67918
C -0.94898 -0.38132 1.44351
C -0.29568 -0.47790 0.12749
N 1.72797 0.03396 -1.09167
O 1.09533 -2.16235 -0.61841
O -1.54318 -0.96941 0.30055
O -1.32006 0.85720 1.82754
O -0.54875 1.47161 -0.60939
H -0.67784 -0.88548 2.39523
H 1.10437 0.87245 -1.10006
H 2.64110 0.03732 -1.55078
H -1.18692 1.32490 0.93040
H -0.98987 1.26438 -1.37523
*
```

For the LUMO energy, the calculation gives -0.19 eV. As for the HOMO-LUMO gap: 10.37 eV. As for the largest force on an atom: 4.9 eV Å⁻¹. Its HOMO energy is -10.57 eV.